(1)
21
Properties=species:S:1:pos:R:3:mulliken_charge:R:1 method="wB97M-V/def2-TZVPD" e_lumo_ev=-4.295 gap_ha=0.378 charge=+1 e_tot_ha=-453.920070 largest_force_ha_per_bohr=0.10361 e_homo_ev=-14.58
H -1.272 -0.077 -2.378 0.19
N -0.702 0.286 -1.609 -0.39
C -0.665 1.350 -0.946 0.73
N -1.625 2.308 -0.934 -0.42
C 0.441 1.426 0.084 -1.15
N 0.875 0.107 0.400 0.15
C 0.506 -0.440 1.728 -0.95
C 0.817 -0.726 -0.662 1.02
C 0.622 -2.216 -0.536 -1.49
C 1.542 -0.399 -1.849 0.13
N 2.059 -0.315 -2.914 -0.42
H -1.386 3.277 -0.819 0.27
H -2.247 2.254 -1.683 0.27
H 1.279 2.109 -0.250 0.38
H 0.202 2.161 0.897 0.41
H 1.131 -1.357 1.941 0.37
H 0.742 0.276 2.520 0.36
H -0.480 -0.928 2.103 0.34
H 1.495 -2.640 0.008 0.44
H 0.708 -2.819 -1.463 0.40
H -0.339 -2.471 0.045 0.36

---

(2)
47
Properties=species:S:1:pos:R:3:mulliken_charge:R:1 method="wB97M-V/def2-TZVPD" e_lumo_ev=-0.628 gap_ha=0.296 charge=0 e_tot_ha=-1317.854303 smiles="C=CCc1cccc2cc(C(=O)NCc3ccc(C(=O)OCC)o3)c(=O)oc12" largest_force_ha_per_bohr=0.02178 e_homo_ev=-8.69
C -6.826 -1.084 -1.839 -0.86
C -5.544 -0.954 -1.562 0.06
C -4.841 -1.691 -0.457 -1.12
C -4.373 -0.706 0.578 0.66
C -5.104 -0.451 1.724 -0.40
C -4.689 0.494 2.660 -0.83
C -3.533 1.208 2.458 -0.73
C -2.766 0.981 1.308 1.04
C -1.561 1.681 1.011 -0.69
C -0.848 1.422 -0.115 -0.09
C 0.406 2.215 -0.341 0.46
O 0.743 3.087 0.440 -0.72
N 1.095 1.910 -1.455 -0.10
C 2.370 2.539 -1.723 -1.08
C 3.423 2.054 -0.775 0.77
C 4.293 2.738 0.032 -0.79
C 5.027 1.763 0.731 -0.32
C 4.549 0.546 0.304 0.30
C 4.938 -0.800 0.720 0.20
O 5.811 -1.027 1.524 -0.62
O 4.199 -1.741 0.117 -0.31
C 4.496 -3.096 0.447 -0.23
C 5.676 -3.622 -0.358 -1.11
O 3.575 0.732 -0.616 -0.28
C -1.308 0.396 -1.044 0.82
O -0.751 0.052 -2.066 -0.77
O -2.472 -0.234 -0.741 -0.45
C -3.193 0.022 0.376 0.18
H -7.294 -0.534 -2.638 0.28
H -7.464 -1.754 -1.286 0.24
H -4.920 -0.277 -2.128 0.29
H -3.976 -2.212 -0.874 0.28
H -5.516 -2.416 -0.003 0.52
H -6.017 -1.001 1.893 0.41
H -5.283 0.663 3.544 0.40
H -3.199 1.947 3.170 0.48
H -1.197 2.442 1.689 0.53
H 0.793 1.117 -2.011 0.27
H 2.648 2.318 -2.756 0.40
H 2.268 3.621 -1.591 0.34
H 4.382 3.801 0.117 0.48
H 5.799 1.913 1.457 0.51
H 3.582 -3.648 0.215 0.30
H 4.712 -3.161 1.519 0.32
H 6.575 -3.067 -0.101 0.31
H 5.833 -4.673 -0.130 0.38
H 5.483 -3.513 -1.423 0.30

---

(3)
92
Properties=species:S:1:pos:R:3:mulliken_charge:R:1 method="wB97M-V/def2-TZVPD" e_lumo_ev=-2.409 gap_ha=0.256 charge=+1 e_tot_ha=-6416.411820 largest_force_ha_per_bohr=0.01009 e_homo_ev=-9.37
Ba 1.706 -0.644 0.366 1.83
N 3.847 0.212 -1.560 -0.63
C 3.122 1.173 -2.430 0.41
C 4.013 2.060 -3.298 -0.68
C 5.128 2.776 -2.537 -0.57
C 5.678 4.009 -3.247 -1.22
N 4.689 4.958 -3.786 -0.11
C 3.853 5.727 -3.083 0.52
N 3.438 5.378 -1.880 -0.17
N 3.448 6.884 -3.632 -0.42
C 2.178 1.935 -1.478 -0.07
O 2.507 3.072 -1.073 -0.74
O 1.174 1.280 -1.116 -0.82
H 4.603 0.695 -1.084 0.21
H 4.276 -0.515 -2.123 0.26
H 2.479 0.581 -3.081 0.40
H 3.362 2.793 -3.782 0.35
H 4.440 1.454 -4.103 0.45
H 5.986 2.112 -2.400 0.46
H 4.787 3.049 -1.541 0.40
H 6.263 3.706 -4.114 0.48
H 6.348 4.548 -2.574 0.32
H 4.787 5.195 -4.758 0.25
H 3.236 4.378 -1.619 0.34
H 2.894 6.054 -1.367 0.25
H 3.936 7.290 -4.411 0.21
H 2.640 7.365 -3.279 0.22
C -1.847 -0.010 2.189 -1.63
C -1.637 -0.226 0.695 0.55
As -3.338 -0.281 -0.326 0.19
C -4.048 -2.001 0.247 0.16
C -3.298 -3.154 0.452 0.39
C -3.922 -4.339 0.822 -0.62
C -5.298 -4.375 0.999 -0.51
C -6.053 -3.226 0.809 -0.60
C -5.429 -2.045 0.434 -0.63
C -2.508 -0.666 -2.064 0.12
C -2.926 0.083 -3.159 -0.46
C -2.345 -0.097 -4.409 -0.60
C -1.328 -1.024 -4.573 -0.67
C -0.900 -1.774 -3.483 -0.77
C -1.490 -1.600 -2.240 0.93
As -0.138 0.071 3.160 0.38
C -0.778 0.285 4.973 0.27
C -0.847 1.519 5.608 -0.22
C -1.353 1.603 6.898 -0.66
C -1.794 0.461 7.549 -0.46
C -1.723 -0.773 6.917 -0.60
C -1.209 -0.863 5.632 -0.50
C 0.462 1.868 2.712 0.49
C -0.329 2.831 2.096 -0.19
C 0.197 4.079 1.789 -0.72
C 1.517 4.372 2.090 -0.48
C 2.325 3.414 2.686 -0.66
C 1.801 2.164 2.983 -0.75
H -2.379 -0.858 2.626 0.81
H -2.437 0.882 2.405 0.51
H -1.114 -1.183 0.542 -0.74
H -1.077 0.593 0.232 0.71
H -2.223 -3.157 0.327 0.17
H -3.327 -5.234 0.958 0.37
H -5.782 -5.300 1.284 0.41
H -7.126 -3.252 0.950 0.38
H -6.018 -1.148 0.280 0.36
H -3.717 0.814 -3.036 0.37
H -2.691 0.486 -5.254 0.41
H -0.876 -1.169 -5.546 0.41
H -0.109 -2.506 -3.603 0.50
H -1.141 -2.209 -1.416 -0.49
H -0.507 2.414 5.102 0.35
H -1.405 2.564 7.394 0.39
H -2.191 0.530 8.554 0.38
H -2.063 -1.665 7.426 0.38
H -1.140 -1.829 5.143 0.40
H -1.365 2.620 1.862 0.31
H -0.434 4.820 1.315 0.41
H 1.922 5.351 1.865 0.45
H 3.356 3.642 2.924 0.43
H 2.425 1.419 3.468 0.44
C 0.878 -3.130 -0.100 0.65
C 0.205 -4.127 -0.331 -2.08
C -0.555 -5.329 -0.529 0.78
C -0.479 -6.381 0.388 -0.52
C -1.261 -7.513 0.223 -0.51
C -2.137 -7.607 -0.851 -0.46
C -2.221 -6.566 -1.766 -0.58
C -1.435 -5.436 -1.610 -0.08
H 0.202 -6.295 1.225 0.45
H -1.194 -8.325 0.936 0.39
H -2.752 -8.489 -0.975 0.40
H -2.907 -6.637 -2.601 0.41
H -1.513 -4.612 -2.307 0.35

---

(4)
77
Properties=species:S:1:pos:R:3:lowdin_spin:R:1 method="wB97M-V/def2-TZVPD" e_lumo_ev="-0.053 / -0.078" gap_ha="0.242 / 0.282" charge=0 e_tot_ha=-3095.779838 largest_force_ha_per_bohr=0.01541 e_homo_ev="-6.63 / -7.74" multiplicity=6
Mn -0.404 0.205 -0.406 4.68
C -3.559 -3.269 -1.346 0.00
C -2.993 -2.001 -1.153 0.01
N -1.727 -1.734 -1.387 0.03
C -0.927 -2.722 -1.837 0.00
C -1.403 -4.020 -2.082 0.00
C -2.758 -4.277 -1.815 0.00
C -0.529 -5.034 -2.600 0.00
C 0.760 -4.750 -2.872 0.00
C 1.282 -3.437 -2.625 0.00
C 2.616 -3.107 -2.913 0.00
C 3.072 -1.839 -2.663 0.00
C 2.189 -0.916 -2.087 0.01
N 0.940 -1.205 -1.792 0.03
C 0.464 -2.433 -2.081 0.00
H -4.606 -3.428 -1.128 0.00
H -3.590 -1.175 -0.783 0.00
H -3.150 -5.272 -1.988 0.00
H -0.934 -6.022 -2.776 0.00
H 1.425 -5.502 -3.277 0.00
H 3.265 -3.863 -3.338 0.00
H 4.087 -1.541 -2.886 0.00
H 2.514 0.092 -1.857 0.00
C -4.167 2.370 0.839 0.00
C -4.219 1.973 2.169 0.00
C -3.350 1.006 2.629 0.00
C -2.417 0.429 1.754 0.01
N -2.382 0.835 0.480 0.04
C -3.218 1.774 0.038 0.01
C -1.495 -0.678 2.165 0.01
C -1.631 -1.207 3.455 0.00
C -0.898 -2.320 3.831 0.01
C -0.037 -2.908 2.911 0.00
C 0.118 -2.339 1.655 0.01
C -0.571 -1.199 1.235 0.03
H -4.827 3.126 0.439 0.00
H -4.935 2.420 2.848 0.00
H -3.392 0.711 3.664 0.00
H -3.089 2.058 -1.002 0.00
H -2.299 -0.778 4.188 0.00
H -0.997 -2.724 4.830 0.00
H 0.528 -3.790 3.190 0.00
H 0.841 -2.796 0.980 0.00
B 0.805 3.202 -2.330 0.00
N 0.297 3.533 -0.901 0.00
C 0.377 4.735 -0.307 0.00
C 0.010 4.597 1.019 0.00
C -0.285 3.236 1.146 0.00
N -0.103 2.607 -0.012 0.03
N -0.184 2.279 -3.085 0.00
C -0.496 2.406 -4.383 0.00
C -1.268 1.324 -4.760 0.00
C -1.376 0.568 -3.591 0.00
N -0.717 1.149 -2.589 0.03
H 0.857 4.242 -2.940 0.00
H 1.899 2.666 -2.274 0.00
H 0.681 5.599 -0.874 0.00
H -0.048 5.365 1.771 0.00
H -0.618 2.684 2.012 0.00
H -0.146 3.259 -4.940 0.00
H -1.693 1.118 -5.727 0.00
H -1.902 -0.356 -3.418 0.00
N 4.314 0.726 5.161 0.00
C 3.243 0.326 4.418 0.00
O 2.406 -0.432 4.865 0.00
C 3.143 0.873 3.025 0.00
C 3.942 1.888 2.520 0.00
C 3.748 2.315 1.217 0.00
C 2.752 1.712 0.469 0.00
N 1.977 0.733 0.939 0.03
C 2.170 0.327 2.190 0.00
H 4.415 0.310 6.070 0.00
H 5.092 1.220 4.769 0.00
H 4.697 2.374 3.125 0.00
H 4.340 3.113 0.791 0.00
H 2.548 2.052 -0.539 0.00
H 1.523 -0.460 2.556 0.00

---

(5)
73
Properties=species:S:1:pos:R:3:lowdin_spin:R:1 method="wB97M-V/def2-TZVPD" e_lumo_ev="0.717 / 0.563" gap_ha="0.189 / 0.284" charge=0 e_tot_ha=-2461.740520 largest_force_ha_per_bohr=0.13350 e_homo_ev="-4.42 / -7.17" multiplicity=3
H -1.527 -2.535 -2.213 0.01
N -0.785 -0.571 -2.574 0.18
B -0.040 1.545 -3.884 0.00
N -1.086 0.443 -3.470 0.04
C -2.215 0.075 -4.097 0.01
Ti 1.330 0.068 -1.176 1.13
H -2.648 0.700 -4.859 0.00
C -2.606 -1.183 -3.662 0.00
H -3.426 -1.813 -3.976 0.00
C -1.666 -1.589 -2.723 0.01
H -0.371 2.187 -4.851 0.00
C 3.116 0.530 -0.569 0.03
H 3.311 -0.326 0.064 0.01
H 3.137 1.445 -0.011 0.00
H 3.932 0.467 -1.272 0.00
N 1.288 0.780 -4.147 0.01
N 0.131 2.432 -2.659 0.02
N 1.851 -0.050 -3.179 0.04
N 0.767 1.907 -1.512 0.00
C 2.028 0.775 -5.291 0.01
C 0.023 3.746 -2.499 0.04
H 1.757 1.353 -6.107 0.00
H -0.485 4.312 -3.268 0.00
C 3.119 -0.113 -5.074 0.00
C 0.642 4.147 -1.329 0.01
C 2.973 -0.558 -3.751 0.03
C 1.168 2.968 -0.771 0.05
H 3.877 -0.365 -5.760 0.00
H 0.745 5.146 -0.937 0.00
H 3.592 -1.197 -3.168 0.01
H 1.868 2.854 0.022 0.01
H 0.035 -1.010 -1.649 0.21
C 0.072 0.336 4.363 0.00
C 0.677 0.424 2.969 0.00
C 0.772 1.890 2.515 0.00
C 2.106 -0.125 2.970 0.00
P -0.390 -0.563 1.811 0.02
N 0.397 -0.340 0.394 0.07
C -0.217 -2.419 1.922 0.00
C -0.599 -2.819 3.343 0.00
C -1.153 -3.068 0.891 0.00
C 1.215 -2.895 1.596 0.01
C -2.126 0.072 1.594 0.00
C -2.141 1.609 1.563 0.00
C -2.739 -0.384 0.261 0.00
C -2.968 -0.464 2.764 0.00
H 0.710 0.939 5.019 0.00
H 0.067 -0.695 4.731 0.00
H -0.950 0.736 4.401 0.00
H 1.663 2.337 2.977 0.00
H 0.890 1.959 1.428 0.00
H -0.090 2.487 2.825 0.00
H 2.175 -1.121 3.418 0.00
H 2.505 -0.126 1.946 0.00
H 2.713 0.552 3.591 0.00
H -1.544 -2.363 3.661 0.00
H -0.721 -3.909 3.348 0.00
H 0.185 -2.547 4.060 0.00
H -0.967 -2.675 -0.120 0.01
H -0.935 -4.148 0.879 0.00
H -2.213 -2.947 1.145 0.00
H 1.578 -2.458 0.656 0.01
H 1.935 -2.667 2.387 0.00
H 1.180 -3.990 1.485 0.00
H -1.469 2.022 0.797 0.00
H -3.161 1.922 1.300 0.00
H -1.918 2.047 2.543 0.00
H -3.026 -1.440 0.248 0.00
H -3.658 0.200 0.106 0.00
H -2.073 -0.194 -0.586 0.00
H -3.172 -1.538 2.674 0.00
H -2.513 -0.273 3.744 0.00
H -3.931 0.061 2.736 0.00

---

(6)
101
Properties=species:S:1:pos:R:3:mulliken_charge:R:1 method="wB97M-V/def2-TZVPD" e_lumo_ev="-3.931 / -3.914" gap_ha="0.228 / 0.228" charge=+1 e_tot_ha=-6309.546202 largest_force_ha_per_bohr=0.06658 e_homo_ev="-10.13 / -10.13"
Ni -0.453 0.308 0.305 -0.48
C 1.817 -1.795 -0.758 -2.42
N 1.006 -2.350 -1.806 1.31
C -0.347 -1.900 -1.994 -2.87
P -1.265 -1.659 -0.373 0.94
C -3.003 -1.851 -0.882 0.85
C -3.479 -1.176 -2.005 -0.36
C -4.811 -1.280 -2.362 -0.75
C -5.683 -2.032 -1.591 -0.61
C -5.220 -2.678 -0.456 -0.68
C -3.887 -2.588 -0.099 -0.67
C -0.940 -3.246 0.455 0.43
C -0.982 -4.448 -0.244 -0.42
C -0.738 -5.636 0.416 -0.80
C -0.467 -5.635 1.777 -0.59
C -0.423 -4.440 2.477 -0.60
C -0.653 -3.246 1.816 -0.15
C 1.585 -3.218 -2.726 0.57
C 2.596 -4.096 -2.325 -0.37
C 3.183 -4.954 -3.234 -0.82
C 2.777 -4.966 -4.558 -0.53
C 1.760 -4.114 -4.960 -0.87
C 1.169 -3.249 -4.060 -0.30
P 1.576 0.053 -0.525 2.00
C 3.173 0.592 0.157 0.77
C 3.901 -0.193 1.044 -0.13
C 5.082 0.288 1.580 -0.92
C 5.537 1.555 1.253 -0.54
C 4.806 2.347 0.381 -0.83
C 3.629 1.870 -0.162 -0.74
C 1.677 0.652 -2.240 0.24
C 0.655 1.493 -2.674 -0.24
C 0.695 2.030 -3.946 -0.80
C 1.751 1.720 -4.789 -0.64
C 2.747 0.851 -4.373 -0.87
C 2.717 0.317 -3.098 -0.64
H 2.869 -1.975 -0.995 1.28
H 1.589 -2.267 0.214 0.28
H -0.882 -2.637 -2.599 1.18
H -0.385 -0.934 -2.526 0.52
H -2.803 -0.570 -2.594 0.40
H -5.171 -0.771 -3.246 0.45
H -6.724 -2.105 -1.868 0.42
H -5.899 -3.256 0.154 0.43
H -3.527 -3.092 0.787 0.42
H -1.216 -4.460 -1.298 0.35
H -0.769 -6.568 -0.129 0.47
H -0.286 -6.569 2.289 0.40
H -0.209 -4.444 3.536 0.47
H -0.624 -2.301 2.345 0.27
H 2.904 -4.130 -1.291 0.46
H 3.956 -5.627 -2.896 0.42
H 3.244 -5.631 -5.267 0.41
H 1.427 -4.113 -5.988 0.42
H 0.397 -2.576 -4.404 0.45
H 3.550 -1.179 1.314 0.42
H 5.649 -0.332 2.257 0.46
H 6.456 1.927 1.677 0.42
H 5.157 3.336 0.125 0.45
H 3.063 2.483 -0.851 0.42
H -0.164 1.713 -1.986 0.27
H -0.086 2.698 -4.277 0.51
H 1.795 2.151 -5.776 0.42
H 3.559 0.600 -5.038 0.49
H 3.503 -0.347 -2.768 0.42
Ge -1.094 1.603 2.724 0.27
C -2.224 2.996 3.551 0.14
C -2.089 4.350 3.286 0.17
C -2.959 5.259 3.864 -0.79
C -3.966 4.820 4.708 -0.48
C -4.110 3.467 4.966 -0.64
C -3.243 2.560 4.386 -0.34
C 0.857 1.503 3.115 -0.06
C 1.701 2.592 2.944 0.07
C 3.011 2.540 3.382 -0.73
C 3.496 1.393 3.987 -0.38
C 2.671 0.290 4.130 -0.93
C 1.359 0.348 3.698 -0.06
H -1.697 0.247 3.106 -0.26
H -1.310 4.700 2.623 0.31
H -2.846 6.313 3.654 0.41
H -4.640 5.531 5.160 0.39
H -4.901 3.115 5.614 0.40
H -3.352 1.500 4.576 0.31
H 1.325 3.497 2.484 0.35
H 3.648 3.405 3.274 0.46
H 4.512 1.364 4.358 0.50
H 3.044 -0.608 4.602 0.43
H 0.705 -0.505 3.836 0.31
N -1.423 1.711 0.908 1.13
C -1.927 2.720 0.164 -0.58
C -3.246 2.654 -0.332 -0.26
C -3.791 3.720 -1.007 -0.69
C -3.047 4.872 -1.230 -0.70
C -1.730 4.938 -0.791 -1.02
C -1.174 3.887 -0.098 0.56
H -3.822 1.761 -0.137 0.54
H -4.812 3.660 -1.351 0.43
H -3.493 5.704 -1.752 0.43
H -1.144 5.824 -0.981 0.48
H -0.151 3.918 0.252 0.56

---

(7)
69
Properties=species:S:1:pos:R:3:mulliken_charge:R:1 method="wB97M-V/def2-TZVPD" e_lumo_ev=-6.387 gap_ha=0.243 charge=+2 e_tot_ha=-3366.143974 largest_force_ha_per_bohr=0.02248 e_homo_ev=-13.00
Ti 0.241 -0.381 -0.007 -0.34
C 2.993 -0.776 1.663 -1.70
N 2.367 -1.246 0.401 0.73
C 3.174 -0.727 -0.729 -1.24
C 2.989 0.762 -0.723 0.57
C 3.944 1.648 -1.178 -1.07
C 3.694 3.008 -1.067 -0.51
C 2.510 3.425 -0.481 -1.15
C 1.592 2.479 -0.067 -0.27
N 1.820 1.164 -0.197 1.16
C 2.317 -2.718 0.408 -1.31
C 1.588 -3.213 -0.801 0.68
C 1.748 -4.509 -1.258 -1.04
C 1.037 -4.914 -2.375 -0.55
C 0.207 -3.996 -3.001 -0.97
C 0.108 -2.721 -2.482 -0.19
N 0.778 -2.326 -1.389 0.65
C 1.975 -0.268 2.635 0.70
C 2.329 0.086 3.928 -1.10
C 1.336 0.456 4.814 -0.55
C 0.013 0.426 4.389 -1.21
C -0.251 0.080 3.084 -0.12
N 0.715 -0.227 2.205 1.06
H 3.729 0.000 1.453 0.45
H 3.539 -1.604 2.124 0.70
H 2.821 -1.157 -1.667 0.59
H 4.228 -0.995 -0.610 0.53
H 4.870 1.279 -1.596 0.56
H 4.424 3.727 -1.412 0.47
H 2.292 4.474 -0.340 0.54
H 0.652 2.764 0.384 0.37
H 1.791 -3.032 1.315 0.54
H 3.329 -3.136 0.444 0.65
H 2.420 -5.184 -0.746 0.54
H 1.135 -5.922 -2.754 0.46
H -0.359 -4.260 -3.883 0.48
H -0.523 -1.977 -2.943 0.32
H 3.367 0.052 4.232 0.54
H 1.583 0.742 5.827 0.46
H -0.801 0.664 5.058 0.51
H -1.269 0.029 2.719 0.60
N -1.728 2.735 -1.835 -0.40
N -1.853 2.119 -3.076 -0.36
C -0.986 1.205 -3.518 0.93
N -1.133 0.828 -4.791 -0.41
S 0.326 0.535 -2.654 -0.32
H -2.642 2.773 -1.397 0.26
H -1.388 3.683 -1.961 0.28
H -2.545 2.475 -3.722 0.23
H -1.778 1.277 -5.422 0.20
H -0.482 0.164 -5.173 0.23
I -7.777 0.430 1.727 0.18
C -5.768 0.881 1.482 -0.12
C -5.082 0.395 0.373 -0.83
C -3.736 0.676 0.220 -0.03
C -3.077 1.461 1.163 0.53
C -3.779 1.978 2.253 -0.88
C -5.118 1.676 2.421 -0.58
C -1.652 1.837 1.042 -0.07
O -1.161 2.833 1.494 -0.56
O -0.847 0.926 0.406 1.02
H -5.599 -0.202 -0.365 0.46
H -3.207 0.304 -0.644 0.51
H -3.268 2.617 2.961 0.52
H -5.658 2.065 3.272 0.41
O -2.634 -2.632 0.265 -0.60
N -1.690 -1.952 0.087 0.91
O -0.675 -1.898 0.907 -0.50
O -1.515 -1.165 -0.890 -0.55